# 1
Density functional theory data (ωB97M-V with the def2-TZVPD basis set) for C26H21N8PdSe2 as an isolated structure.

The net charge is +1. The LUMO energy is -4.5 eV. The calculation puts the energy relative to the best compared isomer or geometry (same formula, charge and spin) at 5.8 kcal per mole.

Geometry (Å):
Pd (0.216, 0.270, 0.715)
Se (-1.752, 3.234, 0.708)
Se (2.068, 1.466, 1.903)
N (-0.957, -0.402, -0.832)
N (-3.168, 3.292, 1.751)
N (-1.281, 1.607, 1.271)
N (0.932, 3.893, 2.991)
N (1.482, -1.212, 0.348)
N (1.518, 4.117, 0.928)
N (-2.069, -0.002, 2.776)
N (1.441, -6.638, -6.816)
C (3.176, -2.681, 0.647)
C (-1.632, -1.418, -2.757)
C (1.440, 3.232, 1.939)
C (1.515, -2.071, -0.742)
C (1.339, -3.579, -5.131)
C (-2.602, -0.516, -2.388)
C (1.294, -5.882, -5.964)
C (-2.146, 0.079, -1.199)
C (-3.011, -0.276, 3.625)
C (1.111, -4.933, -4.899)
C (-3.221, 2.158, 2.423)
C (1.056, 5.344, 1.351)
C (2.598, -2.970, -0.566)
C (0.558, -2.115, -1.748)
C (0.688, 5.203, 2.644)
C (0.705, -5.373, -3.642)
C (0.676, 3.299, 4.299)
C (0.756, -3.103, -2.846)
C (0.532, -4.457, -2.618)
C (1.156, -2.668, -4.105)
C (-0.606, -1.351, -1.783)
C (2.456, -1.598, 1.175)
C (2.026, 3.811, -0.406)
C (-4.231, 1.802, 3.372)
C (-2.169, 1.210, 2.165)
C (-4.116, 0.591, 3.958)
H (2.879, -3.745, -1.259)
H (1.656, -3.248, -6.110)
H (2.155, 4.746, -0.945)
H (0.286, 5.915, 3.343)
H (0.217, -4.791, -1.638)
H (0.527, -6.425, -3.473)
H (-2.944, -1.241, 4.117)
H (4.013, -3.171, 1.116)
H (1.327, 3.167, -0.938)
H (-3.532, -0.303, -2.887)
H (0.423, 4.096, 4.991)
H (-1.637, -2.075, -3.612)
H (1.329, -1.614, -4.279)
H (-4.840, 0.247, 4.684)
H (2.625, -1.100, 2.117)
H (-5.036, 2.491, 3.586)
H (-0.146, 2.589, 4.229)
H (1.041, 6.204, 0.705)
H (1.565, 2.777, 4.642)
H (2.977, 3.294, -0.320)
H (-2.660, 0.822, -0.615)

# 2
Density functional theory data (ωB97M-V with the def2-TZVPD basis set) for C25H26CaN7O4S2 as an isolated structure at a distorted geometry.

The net charge is -1. The LUMO energy is 2.1 eV. The calculation puts the energy relative to the best compared isomer or geometry (same formula, charge and spin) at 11.4 kcal per mole.

Geometry (Å):
Ca (0.370, -0.133, 0.722)
S (-1.335, -0.976, 2.626)
S (1.292, 2.158, 2.217)
O (1.792, -0.773, 2.612)
O (0.494, -2.297, -3.014)
O (3.204, -2.287, 3.442)
O (-0.097, -0.928, -1.355)
N (1.030, 1.949, -0.856)
N (-2.328, -4.694, -1.727)
N (1.790, -1.886, 0.220)
N (-1.694, 1.257, 0.531)
N (-0.697, -3.804, -0.108)
N (-3.371, -5.482, -3.578)
N (-1.161, -4.805, -3.774)
C (0.577, -1.858, -1.850)
C (2.287, -3.672, -1.261)
C (-3.033, 2.658, 2.063)
C (1.659, 3.150, -0.339)
C (-3.632, 2.896, 3.291)
C (2.559, -2.451, 1.152)
C (-3.471, 1.971, 4.312)
C (-2.248, -4.961, -2.992)
C (2.484, -1.745, 2.444)
C (2.768, 5.267, -0.764)
C (3.131, -4.231, -0.318)
C (1.619, -2.496, -0.936)
C (-2.734, 0.825, 4.090)
C (2.093, 4.143, -1.211)
C (-2.134, 0.553, 2.850)
C (2.541, 4.450, 1.481)
C (-2.272, 1.519, 1.831)
C (-2.643, 0.428, -0.229)
C (1.854, 3.296, 1.048)
C (1.846, 1.378, -1.934)
C (-0.334, 2.212, -1.334)
C (-1.322, 2.472, -0.198)
C (2.998, 5.408, 0.601)
C (-1.396, -4.177, -0.957)
C (3.257, -3.626, 0.925)
H (2.122, -4.130, -2.225)
H (-4.214, 3.797, 3.440)
H (-3.930, 2.145, 5.279)
H (-1.294, -4.910, -4.766)
H (2.696, 4.557, 2.547)
H (-2.900, -0.448, 0.366)
H (-0.507, -4.044, -3.515)
H (3.864, -4.053, 1.710)
H (2.873, 1.272, -1.585)
H (-2.191, 0.075, -1.154)
H (-0.856, 3.156, 0.514)
H (3.667, -5.144, -0.540)
H (-2.207, 2.960, -0.636)
H (-0.348, 3.088, -2.003)
H (-3.558, 0.995, -0.458)
H (1.837, 1.994, -2.844)
H (-0.652, 1.342, -1.911)
H (-3.269, -6.026, -4.415)
H (1.461, 0.400, -2.199)
H (3.106, 6.017, -1.468)
H (-3.176, 3.386, 1.273)
H (-2.602, 0.088, 4.872)
H (1.907, 4.039, -2.274)
H (-4.099, -5.754, -2.941)
H (3.540, 6.272, 0.969)
H (2.990, -1.783, 4.240)

no.,orbital gap (eV)
1,5.66
2,5.70